Here is a structure of composition C17H20CoN8O2P from the OMol25 dataset. Energies are from ωB97M-V with the def2-TZVPD basis set.

## Properties
Lowest unoccupied orbital energy (spin up / spin down) in eV: -2.267 / -2.336
Spin multiplicity: 2
Charge: +1
Expectation value of S²: 0.76

Last column: Mulliken charge in e.
Cartesian coordinates (Å):
Co (-0.0052, 1.4126, 0.8179)  -0.37
C (1.4891, -1.4433, -3.5130)  -0.81
N (1.6493, -0.5308, -2.3890)  0.21
C (2.8403, -0.1164, -1.8575)  -0.22
C (2.5386, 0.7164, -0.8208)  -0.82
N (1.1816, 0.8116, -0.7182)  0.19
C (0.6667, 0.0547, -1.6681)  0.08
P (-1.1211, -0.0678, -1.9567)  -0.26
C (-1.5906, -0.7634, -0.3507)  0.14
N (-1.3473, -0.1448, 0.7864)  0.14
C (-1.8606, -0.9228, 1.7829)  -0.80
C (-2.4238, -2.0332, 1.2252)  -0.29
N (-2.2484, -1.9251, -0.1276)  0.19
C (-2.6981, -2.8873, -1.1249)  -0.80
C (-1.5139, 1.6775, -1.5421)  0.05
N (-1.1211, 2.3394, -0.4539)  0.19
C (-1.6265, 3.6020, -0.5406)  -0.74
C (-2.3369, 3.7103, -1.7003)  -0.37
N (-2.2583, 2.4945, -2.3209)  0.18
C (-2.8831, 2.1644, -3.5974)  -0.78
H (2.4771, -1.7275, -3.8625)  0.33
H (0.9575, -2.3394, -3.1998)  0.30
H (0.9507, -0.9578, -4.3242)  0.33
H (3.7825, -0.4511, -2.2540)  0.46
H (3.2028, 1.2388, -0.1546)  0.55
H (-1.7954, -0.6419, 2.8199)  0.57
H (-2.9265, -2.8774, 1.6632)  0.46
H (-3.2509, -3.6709, -0.6154)  0.33
H (-3.3510, -2.4057, -1.8495)  0.33
H (-1.8456, -3.3325, -1.6340)  0.29
H (-1.4515, 4.3385, 0.2240)  0.57
H (-2.8828, 4.5317, -2.1292)  0.43
H (-3.4145, 3.0439, -3.9479)  0.32
H (-2.1275, 1.8900, -4.3299)  0.32
H (-3.5903, 1.3475, -3.4740)  0.32
C (3.0822, -2.2249, 3.4565)  -0.87
N (2.3714, -0.9568, 3.3259)  0.13
C (2.3903, -0.0227, 4.3185)  0.25
C (1.7552, 1.1658, 4.2305)  -1.29
C (1.0532, 1.4011, 3.0072)  0.94
O (0.3813, 2.4211, 2.6801)  -0.71
N (1.0582, 0.4612, 2.0431)  0.06
C (1.6806, -0.7417, 2.1274)  0.42
O (1.6599, -1.5947, 1.2547)  -0.67
H (3.5193, -2.2758, 4.4500)  0.29
H (3.8659, -2.2980, 2.7053)  0.31
H (2.3919, -3.0528, 3.3132)  0.31
H (2.9532, -0.3067, 5.1976)  0.34
H (1.7720, 1.8904, 5.0272)  0.49

=====

Here is a cluster of 3 separate species, C22H25N3O7 in total from the OMol25 dataset. Energies are from ωB97M-V with the def2-TZVPD basis set.

## Properties
Structure (SMILES): Cc1cccc2nc(CCCC(=O)O)c(OC#N)nc12.O=C1CCCO1.O=C1CCCO1
Lowest unoccupied orbital energy in eV: -0.334
Spin multiplicity: 1

Last column: Mulliken charge in e.
Cartesian coordinates (Å):
C (-1.1982, -0.3821, 1.1689)  -1.50
C (-1.1004, 0.0251, -0.2771)  1.14
C (-1.9228, 0.9855, -0.7781)  -0.54
C (-1.8436, 1.3970, -2.1257)  -0.94
C (-0.9435, 0.8086, -2.9545)  -0.68
C (-0.0933, -0.2015, -2.4790)  0.25
N (0.7844, -0.7983, -3.3421)  -0.55
C (1.5442, -1.7499, -2.8725)  0.16
C (2.4962, -2.4379, -3.8204)  -0.90
C (3.9638, -2.4866, -3.3682)  -0.90
C (4.4894, -1.1405, -2.8721)  -0.82
C (5.4534, -1.2851, -1.7113)  0.61
O (5.6465, -2.2916, -1.1003)  -0.50
O (6.1696, -0.1548, -1.4237)  -0.51
C (1.4225, -2.1155, -1.5080)  0.96
O (2.2395, -3.1733, -1.0835)  -0.34
C (1.8875, -3.7136, 0.0517)  0.53
N (1.5869, -4.4392, 0.8926)  -0.56
N (0.6327, -1.5874, -0.6461)  -0.42
C (-0.1681, -0.5976, -1.1390)  -0.04
H (-2.1658, -0.0731, 1.5497)  0.42
H (-0.4418, 0.1324, 1.7602)  0.31
H (-1.1315, -1.4600, 1.2886)  0.40
H (-2.6618, 1.4630, -0.1506)  0.46
H (-2.5089, 2.1590, -2.5051)  0.56
H (-0.8804, 1.0930, -3.9951)  0.49
H (2.4226, -1.8857, -4.7551)  0.33
H (2.1018, -3.4363, -4.0176)  0.32
H (4.5525, -2.7854, -4.2342)  0.53
H (4.1019, -3.2696, -2.6335)  0.41
H (3.6967, -0.4352, -2.6167)  0.49
H (5.0713, -0.6734, -3.6680)  0.46
H (5.6041, 0.6135, -1.5814)  0.35
O (-3.3472, -0.3434, 3.4164)  -0.62
C (-3.0488, -1.2137, 4.1810)  0.56
O (-2.3604, -0.9749, 5.3207)  -0.36
C (-2.0453, -2.2134, 5.9822)  -0.43
C (-3.0678, -3.2161, 5.4614)  -0.49
C (-3.3145, -2.7002, 4.0448)  -0.41
H (-1.0223, -2.4908, 5.7204)  0.27
H (-2.1042, -2.0571, 7.0563)  0.30
H (-2.7179, -4.2449, 5.5090)  0.34
H (-3.9867, -3.1442, 6.0448)  0.26
H (-2.6016, -3.1102, 3.3273)  0.22
H (-4.3267, -2.8736, 3.6914)  0.34
O (-2.9002, 4.8185, -2.2237)  -0.60
C (-2.2062, 4.9451, -1.2583)  0.54
O (-2.3444, 4.1677, -0.1590)  -0.30
C (-1.4443, 4.5955, 0.8773)  -0.36
C (-0.3389, 5.3552, 0.1542)  -0.52
C (-1.0925, 5.9503, -1.0348)  -0.43
H (-1.9992, 5.2277, 1.5733)  0.28
H (-1.0844, 3.7174, 1.4084)  0.28
H (0.1568, 6.0896, 0.7855)  0.34
H (0.4153, 4.6535, -0.2046)  0.26
H (-1.5445, 6.9148, -0.7989)  0.26
H (-0.4820, 6.0436, -1.9281)  0.29

=====

Here is a structure of composition C19H22ClNV from the OMol25 dataset. Energies are from ωB97M-V with the def2-TZVPD basis set.

## Properties
Lowest unoccupied orbital energy (spin up / spin down) in eV: 1.496 / 2.425
Spin multiplicity: 3
Charge: -1
Expectation value of S²: 2.15

Last column: Mulliken charge in e.
Cartesian coordinates (Å):
C (-3.4377, -1.5129, -1.7196)  -0.27
C (-2.6593, -1.9022, -2.8667)  -0.64
C (-1.7723, -0.8268, -3.1901)  -0.26
H (-2.5778, -2.8925, -3.2804)  0.48
C (-2.0157, 0.2566, -2.2786)  -0.34
C (-3.0140, -0.1483, -1.3609)  -0.31
H (-3.5200, 0.4914, -0.6003)  0.40
H (-4.2429, -2.1029, -1.2060)  0.40
H (-1.0079, -0.7943, -3.9612)  0.45
H (-1.5021, 1.2223, -2.3284)  0.40
V (-1.4646, -1.5189, -1.2171)  0.19
Cl (-0.2443, -3.5796, -0.9542)  -0.58
C (2.1867, -0.6818, -1.4768)  -0.45
C (1.6137, 0.5137, -2.0289)  0.06
C (1.6550, 0.4168, -3.4305)  -1.36
H (1.0486, 1.2419, -1.4878)  0.33
C (2.2330, -0.8252, -3.7777)  -0.14
C (2.5244, -1.5377, -2.5677)  -0.86
H (2.8076, -2.5918, -2.4789)  0.32
H (2.1243, -1.0355, -0.4701)  0.41
H (1.2118, 1.1184, -4.1288)  0.42
H (2.2974, -1.2566, -4.7816)  0.39
C (2.2699, 3.0440, 2.4548)  -1.00
N (1.7513, 1.7057, 2.3194)  0.33
C (2.3798, 0.6678, 3.0713)  -0.91
C (0.9301, 1.3197, 1.1767)  -1.12
C (-0.2658, 0.4584, 1.5420)  0.38
C (-0.9692, 0.8937, 2.6821)  -0.21
C (-2.0175, 0.1757, 3.2739)  -0.65
C (-2.3921, -1.0146, 2.6872)  -0.71
C (-1.7187, -1.4628, 1.5267)  -0.04
C (-0.7724, -0.6812, 0.8707)  -0.25
H (3.2388, 3.0099, 2.9842)  0.30
H (1.5856, 3.6676, 3.0559)  0.25
H (2.4067, 3.5478, 1.4809)  0.33
H (1.6561, 0.2068, 3.7456)  0.26
H (2.7424, -0.1208, 2.3990)  0.27
H (3.2270, 1.0632, 3.6411)  0.33
H (0.5890, 2.2599, 0.7191)  0.39
H (1.5529, 0.8223, 0.4273)  0.54
H (-0.6818, 1.8254, 3.1696)  0.28
H (-2.5145, 0.5435, 4.1790)  0.36
H (-3.2423, -1.5601, 3.0928)  0.36
H (-1.9991, -2.4261, 1.0929)  0.48

=====

E, record by record: -2972.37546; -1544.29847; -2196.05140 hartree